{"formula": "C3H9NO2", "method": "ωB97M-V with the def2-TZVPD basis set", "symbols": ["C", "C", "N", "O", "H", "H", "H", "H", "H", "C", "O", "H", "H", "H", "H"], "positions_angstrom": [[1.257, -1.602, 1.388], [0.143, -0.679, 0.970], [-1.080, -1.252, 0.784], [0.351, 0.484, 0.641], [1.624, -2.072, 0.476], [0.838, -2.452, 1.936], [2.013, -1.137, 2.004], [-1.866, -0.646, 0.615], [-1.232, -2.219, 0.999], [-0.264, 2.295, -1.619], [-0.752, 1.053, -2.172], [0.038, 2.965, -2.432], [-1.094, 2.722, -1.058], [0.673, 2.100, -1.101], [-0.649, 0.441, -1.431]], "mulliken_charge": [-1.076, 0.748, -0.378, -0.611, 0.262, 0.344, 0.316, 0.252, 0.177, -0.453, -0.533, 0.243, 0.216, 0.218, 0.275], "fmax_ha_per_bohr": 0.029, "homo_ev": -9.799, "smiles": "CC(N)=O.CO", "charge": 0, "energy_ha": -324.93645}